P) DFT (ωB97M-V with the def2-TZVPD basis set) results for a cluster of 2 separate species, C9H14 in total.

ORCA input file:
```
! wB97M-V def2-TZVPD RIJCOSX def2/J DEFGRID3
* xyz 0 1
C -0.94034 -0.43536 2.08773
C -0.28182 -1.32670 -0.14368
C -1.20224 -0.59739 0.61006
C -0.52744 -1.65366 -1.46722
C -1.67451 -1.16088 -2.08166
C -2.35813 -0.15265 -0.00778
C -2.58026 -0.42320 -1.35557
H 0.66759 -1.67084 0.26007
H 0.20291 -2.21600 -2.03063
H -1.80322 -0.00392 2.58603
H -0.08282 0.20221 2.33860
H -1.89502 -1.34303 -3.12544
H -3.05938 0.43595 0.57511
H -3.48247 -0.02789 -1.81886
H -0.72741 -1.40076 2.53311
C 2.93623 0.93543 0.25285
C 1.93702 2.05464 -0.01482
H 3.71845 1.14241 0.98417
H 2.42528 0.06820 0.70178
H 3.50753 0.57125 -0.59886
H 1.15776 1.65267 -0.64958
H 2.47576 2.84924 -0.54292
H 1.58653 2.50030 0.90751
*
```

HOMO energy   -9.0750 eV

Mulliken population analysis, charges in e, atoms 1 to 8: atom 1 (C): -1.367, atom 2 (C): -0.157, atom 3 (C): 0.841, atom 4 (C): -0.661, atom 5 (C): -0.368, atom 6 (C): -0.430, atom 7 (C): -0.530, atom 8 (H): 0.296

Q) DFT (ωB97M-V with the def2-TZVPD basis set) results for a cluster of 2 separate species, C9H14 in total.

ORCA input file:
```
! wB97M-V def2-TZVPD RIJCOSX def2/J DEFGRID3
* xyz 0 1
C -0.20165 1.49899 -3.82804
C 0.24226 0.15700 -3.17002
H 0.60014 2.21529 -3.65720
H -0.29830 1.43473 -4.91268
H -1.21104 1.65327 -3.44546
H 0.72877 -0.44643 -3.92982
H 0.74782 0.45760 -2.25188
H -0.62174 -0.29344 -2.66090
C -1.11888 -2.24644 0.33878
C 0.88982 1.25929 1.89045
C 1.52629 0.01843 1.82601
C -0.47243 1.31233 1.50406
C 0.91850 -1.13010 1.36391
C -1.10082 0.14393 1.12365
C -0.41313 -1.05893 0.96710
H 1.40610 2.17968 2.11357
H 2.50512 0.09202 2.29218
H -0.95820 2.27525 1.57535
H 1.54467 -1.95871 1.06556
H -2.18345 0.08264 1.08648
H -0.62506 -3.20558 0.50462
H -1.22174 -2.15313 -0.74567
H -2.09226 -2.34544 0.81146
*
```

HOMO energy   -9.0220 eV

Mulliken population analysis, charges in e, atoms 1 to 8: atom 1 (C): -0.856, atom 2 (C): -0.598, atom 3 (H): 0.266, atom 4 (H): 0.275, atom 5 (H): 0.261, atom 6 (H): 0.346, atom 7 (H): 0.220, atom 8 (H): 0.083

R) DFT (ωB97M-V with the def2-TZVPD basis set) results for a cluster of 2 separate species, C9H14 in total.

ORCA input file:
```
! wB97M-V def2-TZVPD RIJCOSX def2/J DEFGRID3
* xyz 0 1
C 1.98279 0.02986 -1.76488
C 3.22946 0.32788 -2.63928
H 1.18771 0.70685 -2.06685
H 1.54244 -0.94112 -2.02666
H 2.25864 -0.10002 -0.72070
H 3.77207 -0.59979 -2.80574
H 3.88848 1.04057 -2.15315
H 2.84218 0.68915 -3.58971
C 0.53874 -0.61193 2.15533
C -0.84378 0.87192 0.66454
C -0.76991 -0.27561 1.49647
C -2.04210 1.25572 0.11553
C -1.92075 -0.97041 1.76665
C -3.17491 0.43680 0.27111
C -3.11200 -0.66909 1.09175
H 0.10270 1.37073 0.49839
H -2.09497 2.13442 -0.51517
H 1.12377 -1.17902 1.43334
H 0.37581 -1.20721 3.05908
H -1.91476 -1.83385 2.42325
H -4.06684 0.61929 -0.31314
H -3.95801 -1.34278 1.03577
H 1.05325 0.24766 2.58407
*
```

HOMO energy   -9.0088 eV

Mulliken population analysis, charges in e, atoms 1 to 8: atom 1 (C): -0.691, atom 2 (C): -0.927, atom 3 (H): 0.287, atom 4 (H): 0.303, atom 5 (H): 0.192, atom 6 (H): 0.266, atom 7 (H): 0.295, atom 8 (H): 0.277

S) DFT (ωB97M-V with the def2-TZVPD basis set) results for a cluster of 2 separate species, C9H14 in total.

ORCA input file:
```
! wB97M-V def2-TZVPD RIJCOSX def2/J DEFGRID3
* xyz 0 1
C -1.34256 -0.66246 1.56852
C -0.17843 -0.71394 -0.59326
C -1.21591 -1.21448 0.18487
C 0.04146 -1.11221 -1.93155
C -2.18853 -1.99908 -0.47757
C -0.82555 -2.01309 -2.50929
C -1.97080 -2.36562 -1.77950
H 0.60989 -0.12198 -0.14558
H 0.97986 -0.79521 -2.37658
H -2.41099 -0.74534 1.80588
H -0.98572 0.33641 1.82687
H -3.05938 -2.29604 0.09519
H -0.67382 -2.19178 -3.56573
H -2.60861 -3.01525 -2.37397
H -0.70928 -1.17804 2.31411
C 2.75384 2.21556 1.03519
C 1.37312 2.77535 0.90137
H 3.11333 2.49575 2.03551
H 3.03101 1.17659 0.86883
H 3.38772 2.74186 0.30941
H 1.00108 3.02289 -0.09077
H 1.20804 3.62542 1.56795
H 0.67023 2.03470 1.33008
*
```

HOMO energy   -9.0017 eV

Mulliken population analysis, charges in e, atoms 1 to 8: atom 1 (C): -1.285, atom 2 (C): -0.103, atom 3 (C): 0.711, atom 4 (C): -0.453, atom 5 (C): -0.443, atom 6 (C): -0.563, atom 7 (C): -0.358, atom 8 (H): 0.199

Last place for stability: Q)

P) DFT (ωB97M-V with the def2-TZVPD basis set) results for a cluster of 2 separate species, C3H9N2S in total.

ORCA input file:
```
! wB97M-V def2-TZVPD RIJCOSX def2/J DEFGRID3
* xyz 1 1
C 1.26795 0.54105 -0.03164
C -0.09938 1.17812 -0.24408
C -0.05873 -1.33436 -0.10610
N -2.06580 -0.05392 0.81301
N 1.01428 -0.80555 0.43527
S -1.22635 -0.14482 -0.63718
H 1.75889 0.55162 -0.98786
H 1.89067 1.00423 0.86225
H -0.66190 1.67325 0.62255
H -0.25190 1.81540 -1.10676
H 0.27851 -0.62162 -1.91215
H -0.39932 -2.29006 -0.19278
H -1.98062 0.61307 1.48761
H 1.86956 -1.31994 0.58551
H -2.98417 -0.57822 0.83446
*
```

HOMO energy   -13.3318 eV

Mulliken population analysis, charges in e, atoms 1 to 8: atom 1 (C): -0.794, atom 2 (C): -0.365, atom 3 (C): -0.287, atom 4 (N): -0.424, atom 5 (N): -0.141, atom 6 (S): 0.264, atom 7 (H): 0.409, atom 8 (H): 0.350

Q) DFT (ωB97M-V with the def2-TZVPD basis set) results for a cluster of 2 separate species, C3H9N2S in total.

ORCA input file:
```
! wB97M-V def2-TZVPD RIJCOSX def2/J DEFGRID3
* xyz 1 1
C -2.00081 2.15914 0.75395
C 0.64062 -1.64617 0.35979
C -0.67905 0.90330 -0.86727
N -1.35960 1.49759 -0.04404
N 1.19164 -0.91598 -0.83670
S -1.21861 0.58565 -2.48290
H -1.68251 3.18509 1.08302
H -2.69164 1.72734 1.53519
H 1.39753 -2.36388 0.76417
H 0.47586 -0.77273 1.06611
H -0.15372 -2.19485 -0.01175
H 0.26417 0.17327 -0.73981
H 2.24001 -0.80329 -0.79206
H 0.81960 -1.32514 -1.71314
H -1.91952 1.58074 -2.62625
*
```

HOMO energy   -13.8437 eV

Mulliken population analysis, charges in e, atoms 1 to 8: atom 1 (C): -0.223, atom 2 (C): -0.766, atom 3 (C): 0.188, atom 4 (N): 0.022, atom 5 (N): -0.628, atom 6 (S): -0.120, atom 7 (H): 0.275, atom 8 (H): 0.273

Last place for stability: P)

P) DFT (ωB97M-V with the def2-TZVPD basis set) results for the ion C3H9N2S with charge +1.

ORCA input file:
```
! wB97M-V def2-TZVPD RIJCOSX def2/J DEFGRID3
* xyz 1 1
C 2.02483 0.23787 -0.29452
C -0.70535 -1.33203 -0.50816
C -1.93467 0.72738 0.21809
N 3.24327 0.45792 0.16997
N -1.69657 -0.71864 0.34250
S 0.83223 -0.86827 0.30413
H 1.73483 0.56017 -1.32506
H -0.76612 -1.11415 -1.52857
H -1.41409 1.26961 0.87537
H -1.55813 1.02359 -0.80834
H -2.98683 0.92126 0.52419
H 3.42749 0.22958 1.12718
H 4.02342 0.62850 -0.42414
H -2.60798 -0.90293 0.00554
H -1.61633 -1.11984 1.32184
*
```

HOMO energy (alpha / beta)   -11.9670 / -11.9666 eV

Mulliken population analysis, charges in e, atoms 1 to 8: atom 1 (C): 0.075, atom 2 (C): -0.674, atom 3 (C): -0.876, atom 4 (N): -0.313, atom 5 (N): -0.147, atom 6 (S): -0.076, atom 7 (H): 0.313, atom 8 (H): 0.432

Q) DFT (ωB97M-V with the def2-TZVPD basis set) results for the ion C3H9N2S with charge +1.

ORCA input file:
```
! wB97M-V def2-TZVPD RIJCOSX def2/J DEFGRID3
* xyz 1 1
C -0.53578 -1.14691 0.24803
C 0.74509 -0.79967 -0.44207
C 0.37429 1.43344 0.04519
N -1.30284 -0.00936 0.60689
N 1.46757 0.46643 0.00317
S -2.66484 0.26882 -0.18736
H -1.10997 -1.85678 -0.51132
H -0.31274 -1.68656 1.26410
H 1.42848 -1.66798 -0.39635
H 0.44270 -0.71796 -1.45826
H -0.06485 1.70756 -0.90464
H 0.56268 2.12917 0.80654
H 2.00470 0.42684 0.80374
H 2.15976 0.65868 -0.78187
H -3.19426 0.79425 0.90423
*
```

HOMO energy (alpha / beta)   -12.7514 / -12.4461 eV

Mulliken population analysis, charges in e, atoms 1 to 8: atom 1 (C): -0.303, atom 2 (C): -0.747, atom 3 (C): -0.612, atom 4 (N): -0.278, atom 5 (N): -0.088, atom 6 (S): -0.019, atom 7 (H): 0.370, atom 8 (H): 0.279

Last place for stability: Q)